Entry 1:
This record from the OMol25 dataset describes an isolated molecule of C7H16N2 in a non-equilibrium geometry. The level of theory is the ωB97M-V functional and the def2-TZVPD basis.

Computed properties:
E_tot   -385.77140 a.u.
HOMO level   -7.65 eV
SMILES string   C=CC(C)(C)CC(N)N
Largest force on an atom   1.18 eV Å⁻¹
ΔE to the lowest compared entry with this formula, charge and spin   43.4 kcal per mole
LUMO level   0.905 eV

Each line ends with the natural charge from an NBO analysis.
Cartesian coordinates (Å):
C 0.5326 0.7236 -0.2034  -0.108
C -0.6804 -1.4981 -0.1216  0.105
C 0.4747 -0.6986 -0.7848  -0.417
C 1.8989 1.4075 -0.3407  -0.588
C -0.4652 1.5750 -1.0063  -0.593
N -1.4571 -0.6631 0.7921  -0.831
N -1.5183 -2.1215 -1.1253  -0.835
C 0.3102 0.6475 1.2994  -0.069
C 0.9614 -0.1772 2.1094  -0.525
H -0.2466 -2.3058 0.4765  0.189
H -2.2514 -2.6694 -0.6875  0.356
H -1.8261 -1.1910 1.5716  0.373
H -2.2188 -0.1926 0.3156  0.357
H -1.9546 -1.4159 -1.7101  0.346
H 0.3137 -0.6639 -1.8622  0.214
H 1.4127 -1.2221 -0.6109  0.217
H -0.3087 1.4237 1.7192  0.196
H 2.2362 1.4260 -1.3761  0.199
H 1.8177 2.4326 0.0144  0.208
H 2.6481 0.8990 0.2601  0.218
H -0.6497 2.5326 -0.5233  0.209
H -0.0449 1.7662 -1.9920  0.211
H -1.4185 1.0744 -1.1425  0.188
H 0.8236 -0.1352 3.1759  0.197
H 1.6109 -0.9538 1.7523  0.181

Entry 2:
This record from the OMol25 dataset describes an isolated molecule of C7H16N2O in a non-equilibrium geometry. The level of theory is the ωB97M-V functional and the def2-TZVPD basis.

Computed properties:
E_tot   -461.01040 a.u.
HOMO level   -8.63 eV
SMILES string   CC(C)(C)/C(O)=C\C(N)N
Largest force on an atom   3.09 eV Å⁻¹
ΔE to the lowest compared entry with this formula, charge and spin   58.6 kcal per mole
LUMO level   0.757 eV

Each line ends with the natural charge from an NBO analysis.
Cartesian coordinates (Å):
C -1.2127 0.3049 0.2265  0.002
C 2.0275 0.0729 -0.2336  0.084
C -1.9384 1.0617 -0.8841  -0.625
C -0.6440 1.3309 1.1962  -0.618
C -2.1620 -0.6150 0.9876  -0.627
C -0.2715 -0.8438 -0.7620  0.383
N 3.4189 -0.3199 -0.4927  -0.840
N 1.7260 -0.1074 1.1798  -0.838
C 1.0232 -0.6943 -1.0548  -0.392
O -1.0318 -1.7388 -1.4679  -0.707
H -0.4861 -2.2063 -2.1194  0.482
H 1.9701 1.1507 -0.4377  0.175
H 3.4985 -1.3334 -0.4642  0.347
H 3.7043 -0.0209 -1.4196  0.353
H 2.4516 0.3315 1.7366  0.368
H 1.6442 -1.0956 1.3960  0.358
H 1.4556 -1.3399 -1.8224  0.182
H -2.6520 1.7664 -0.4492  0.205
H -1.2242 1.6187 -1.4869  0.210
H -2.4725 0.3759 -1.5363  0.218
H -1.4718 1.8718 1.6451  0.204
H -0.0254 2.0675 0.6921  0.205
H -0.1254 0.8683 2.0196  0.241
H -1.6209 -1.1832 1.7421  0.209
H -2.9230 -0.0152 1.4940  0.202
H -2.6582 -1.3077 0.3150  0.221

Entry 3:
This record from the OMol25 dataset describes an isolated molecule of C7H16N2O3 in a non-equilibrium geometry. The level of theory is the ωB97M-V functional and the def2-TZVPD basis.

Computed properties:
E_tot   -611.49372 a.u.
HOMO level   -8.11 eV
SMILES string   C[C@H](O)NC[C@@H]1NC[C@H](O)[C@H]1O
Largest force on an atom   3.68 eV Å⁻¹
ΔE to the lowest compared entry with this formula, charge and spin   25.1 kcal per mole
LUMO level   0.562 eV

Each line ends with the natural charge from an NBO analysis.
Cartesian coordinates (Å):
C 3.7770 1.2587 0.2017  -0.624
C 2.8485 0.0761 0.1905  0.268
C 0.7068 -0.8260 -0.5565  -0.213
C -0.5879 -0.6092 0.2620  -0.067
C -2.9041 -1.2905 0.0693  -0.239
C -2.8450 0.2965 0.2140  0.064
C -1.4251 0.5945 -0.2356  0.067
H 4.7969 0.9732 0.3857  0.237
H 3.6410 1.6928 -0.7814  0.202
H 3.2202 2.0176 0.8836  0.206
H 2.6458 -0.0767 1.2712  0.100
H 3.1220 -1.4624 -0.9985  0.467
H 1.1627 1.1588 -0.4311  0.410
H 1.1556 -1.7630 -0.3465  0.207
H 0.3727 -0.8870 -1.6156  0.177
H -0.3055 -0.3978 1.2766  0.178
H -1.3742 -2.3838 0.9679  0.373
H -3.1687 -1.6140 -0.9311  0.196
H -3.4978 -1.7099 0.8767  0.192
H -2.9475 0.4278 1.3493  0.166
H -4.6242 1.0000 -0.0887  0.473
H -1.4042 0.6151 -1.3439  0.172
H -1.4591 2.5493 0.1049  0.486
N 1.6351 0.2514 -0.4502  -0.683
N -1.5158 -1.7022 0.2349  -0.640
O 3.5546 -1.1105 -0.1994  -0.730
O -3.7514 1.1336 -0.5566  -0.712
O -0.8285 1.7876 0.2468  -0.732